No. 1
62
Properties=species:S:1:pos:R:3 method="wB97M-V/def2-TZVPD" multiplicity=8 homo_energy_ha="-0.1355 / -0.1351" total_charge=-1 e_above_lowest_kj_mol=0.0 mol_weight_g_mol=732.220 s2=15.76 e_tot_ev=-108634.399
Eu -0.231 0.829 -0.819
Cl 4.430 -2.538 3.761
C 3.922 -1.393 2.529
C 4.401 -1.528 1.217
C 3.817 -0.804 0.228
C 2.725 0.087 0.445
O 2.116 0.629 -0.542
C 2.361 0.293 1.824
C 1.419 1.284 2.275
N 0.516 1.741 1.503
C -0.338 2.732 1.952
C -0.819 2.728 3.226
C -1.725 3.715 3.638
C -2.131 4.704 2.796
C -1.670 4.718 1.450
C -1.995 5.698 0.504
C -1.569 5.598 -0.794
C -0.837 4.437 -1.163
N -0.428 3.552 -0.292
C -0.802 3.693 1.008
C 2.968 -0.503 2.841
H 5.182 -2.245 1.023
H 4.169 -0.898 -0.802
H 1.527 1.723 3.272
H -0.527 1.973 3.915
H -2.084 3.690 4.657
H -2.816 5.471 3.179
H -2.594 6.519 0.797
H -1.809 6.351 -1.526
H -0.647 4.233 -2.220
H 2.651 -0.429 3.858
C -4.239 2.920 -2.911
Si -3.295 1.384 -2.225
C -3.947 1.357 -0.375
C -4.442 -0.063 -2.883
H -5.280 2.674 -3.079
H -3.811 3.296 -3.860
H -4.153 3.720 -2.198
H -5.001 1.680 -0.314
H -3.458 2.076 0.300
H -3.900 0.370 0.063
H -5.403 0.358 -3.197
H -4.640 -0.756 -2.068
H -4.009 -0.587 -3.748
S -0.692 -6.283 -2.008
C -0.432 -4.942 -1.036
S -1.709 -3.966 -0.384
C -0.557 -2.812 0.228
N 0.689 -3.111 -0.034
N 0.730 -4.334 -0.730
C 2.073 -4.786 -1.046
C 2.463 -6.102 -0.780
C 3.781 -6.482 -0.998
C 4.712 -5.566 -1.495
C 4.297 -4.270 -1.798
C 2.989 -3.862 -1.558
S -1.153 -1.418 1.130
H 1.707 -6.790 -0.396
H 4.095 -7.505 -0.770
H 5.740 -5.872 -1.667
H 4.975 -3.557 -2.224
H 2.686 -2.830 -1.677

=====

No. 2
111
Properties=species:S:1:pos:R:3 method="wB97M-V/def2-TZVPD" homo_energy_ha=-0.2804 smiles="C#CC[C@@H](N=C=S)OC[C@](C)(N=C(C)C)O[C@@H](CNC)OCCC.CN(C)P(=O)(N(C)C)N(C)C.CN(C)P(=O)(N(C)C)N(C)C" e_above_lowest_kj_mol=0.0 mol_weight_g_mol=713.912 e_tot_ev=-84179.957
C -7.071 -3.223 -1.077
C -6.497 -2.174 -1.124
C -5.484 -1.106 -1.134
C -4.674 -1.033 0.165
N -4.556 -2.367 0.850
C -3.835 -3.181 0.306
S -3.234 -4.385 -0.496
O -3.451 -0.416 -0.043
C -2.794 -0.038 1.167
C -1.265 -0.269 1.158
C -0.842 -1.450 0.250
N -0.952 -0.610 2.549
C 0.195 -0.311 3.024
C 0.422 0.894 3.916
C 1.442 -1.161 2.801
O -0.598 0.957 0.855
C -0.644 1.317 -0.503
C -0.757 2.852 -0.578
N -1.435 3.278 -1.811
C -0.470 3.612 -2.866
O 0.485 0.902 -1.243
C 1.725 1.031 -0.543
C 2.808 1.438 -1.575
C 3.876 0.347 -1.836
H -7.608 -4.140 -1.139
H -6.038 -0.167 -1.225
H -4.864 -1.215 -2.026
H -5.249 -0.416 0.867
H -2.912 1.050 1.269
H -3.254 -0.470 2.055
H 0.176 -1.321 -0.122
H -0.843 -2.353 0.857
H -1.475 -1.598 -0.626
H -0.313 1.673 3.730
H 0.483 0.601 4.969
H 1.407 1.294 3.652
H 1.391 -2.026 3.467
H 2.342 -0.608 3.081
H 1.553 -1.466 1.761
H -1.518 0.930 -1.034
H -1.298 3.255 0.281
H 0.255 3.286 -0.538
H -1.936 4.127 -1.582
H 0.339 4.263 -2.499
H -0.968 4.158 -3.669
H -0.045 2.684 -3.247
H 1.699 1.804 0.226
H 1.987 0.043 -0.156
H 3.347 2.315 -1.200
H 2.314 1.770 -2.488
H 3.839 -0.435 -1.074
H 3.717 -0.134 -2.801
H 4.867 0.798 -1.776
O 5.069 -2.897 -3.714
P 5.597 -3.960 -4.643
N 7.059 -3.179 -5.123
C 7.698 -3.241 -6.417
C 8.021 -2.938 -4.053
N 4.333 -3.845 -5.838
C 4.498 -3.025 -7.025
C 3.011 -3.596 -5.264
N 6.036 -5.506 -5.229
C 7.077 -6.221 -4.494
C 5.583 -6.184 -6.428
H 8.123 -4.229 -6.658
H 8.521 -2.526 -6.457
H 7.033 -2.945 -7.223
H 8.618 -3.832 -3.825
H 7.509 -2.634 -3.139
H 8.704 -2.127 -4.314
H 4.802 -1.996 -6.788
H 3.561 -2.983 -7.583
H 5.215 -3.468 -7.718
H 2.862 -2.542 -5.006
H 2.860 -4.187 -4.362
H 2.237 -3.887 -5.979
H 8.056 -6.103 -4.972
H 6.855 -7.287 -4.427
H 7.154 -5.852 -3.470
H 6.090 -5.801 -7.318
H 4.510 -6.112 -6.569
H 5.800 -7.254 -6.365
O -2.141 4.556 5.879
P -3.385 3.716 5.743
N -3.828 4.160 4.135
C -5.175 4.291 3.628
C -2.892 3.810 3.077
N -4.319 4.518 6.977
C -5.243 5.586 6.639
C -3.527 4.920 8.137
N -4.460 2.383 5.769
C -4.125 1.222 4.945
C -5.747 2.279 6.429
H -5.716 3.336 3.545
H -5.152 4.729 2.628
H -5.775 4.978 4.218
H -2.983 2.757 2.777
H -1.858 3.981 3.385
H -3.054 4.433 2.194
H -4.773 6.376 6.037
H -5.636 6.042 7.550
H -6.122 5.203 6.119
H -2.968 5.846 7.959
H -2.812 4.144 8.409
H -4.183 5.075 8.998
H -4.655 1.258 3.985
H -4.388 0.291 5.448
H -3.055 1.172 4.737
H -6.528 2.794 5.861
H -5.729 2.665 7.443
H -6.047 1.232 6.519

=====

No. 3
56
Properties=species:S:1:pos:R:3 method="wB97M-V/def2-TZVPD" homo_energy_ha=-0.3971 total_charge=+1 mol_weight_g_mol=530.418 e_tot_ev=-164840.000
Mg -0.436 1.704 -0.098
S -2.662 0.738 3.595
C -3.905 0.589 2.390
C -5.207 0.140 2.536
C -6.003 0.082 1.410
C -5.517 0.486 0.166
C -4.228 0.951 0.019
C -3.398 0.991 1.139
N -2.089 1.377 1.167
C -1.565 1.294 2.357
C -0.194 1.639 2.652
C 0.281 1.543 3.963
C 1.574 1.921 4.255
C 2.394 2.394 3.245
C 1.927 2.456 1.937
C 0.633 2.085 1.608
H -5.583 -0.162 3.503
H -7.017 -0.278 1.494
H -6.166 0.432 -0.694
H -3.851 1.296 -0.935
H -0.368 1.170 4.744
H 1.943 1.847 5.266
H 3.400 2.710 3.475
H 2.595 2.820 1.163
C 2.644 -4.760 -1.311
Ge 1.192 -3.742 -0.423
C -0.561 -4.574 -0.831
C 1.517 -3.532 1.519
C 1.122 -1.829 -1.076
Se -0.540 -1.012 -0.427
C -1.477 -0.931 -2.133
H 2.635 -5.768 -0.907
H 3.622 -4.329 -1.123
H 2.492 -4.827 -2.385
H -0.622 -5.549 -0.358
H -0.688 -4.716 -1.900
H -1.382 -3.965 -0.461
H 1.368 -4.466 2.051
H 0.842 -2.787 1.935
H 2.537 -3.204 1.698
H 1.123 -1.722 -2.160
H 1.951 -1.250 -0.664
H -1.550 -1.938 -2.535
H -0.927 -0.281 -2.812
H -2.471 -0.530 -1.943
C 2.484 3.694 -4.295
N 2.544 3.013 -3.018
C 3.784 3.121 -2.274
C 1.495 2.535 -2.450
N 0.566 2.059 -1.946
H 3.239 3.285 -4.968
H 2.684 4.760 -4.158
H 1.505 3.569 -4.746
H 4.607 2.724 -2.870
H 3.714 2.558 -1.346
H 3.993 4.169 -2.043

=====

No. 4
21
Properties=species:S:1:pos:R:3 method="wB97M-V/def2-TZVPD" homo_energy_ha=-0.1566 total_charge=-1 e_above_lowest_kj_mol=0.0 mol_weight_g_mol=193.079 e_tot_ev=-29634.874
Li -10.325 10.066 -13.418
S -8.863 8.431 -14.691
O -9.011 8.712 -13.207
O -9.885 9.369 -15.303
O -7.510 8.799 -15.120
O -9.189 7.037 -14.989
O -12.464 8.798 -15.799
H -12.652 8.781 -14.858
H -11.475 8.909 -15.808
O -9.635 11.346 -11.889
H -8.748 11.432 -11.529
H -10.150 12.069 -11.521
O -11.216 11.999 -14.284
H -12.099 11.610 -14.310
H -11.357 12.946 -14.201
O -11.964 9.301 -12.675
H -11.799 8.714 -11.925
H -12.838 9.675 -12.534
O -9.141 7.318 -10.954
H -9.088 7.842 -11.807
H -8.563 6.571 -11.129

=====

No. 5
22
Properties=species:S:1:pos:R:3 method="wB97M-V/def2-TZVPD" homo_energy_ha=-0.3020 smiles=CN[C@@H]1C[C@H](O)[C@@H]2C[C@H]21 e_above_lowest_kj_mol=655.7 mol_weight_g_mol=127.187 e_tot_ev=-11000.957
C 1.621 0.496 1.889
C -0.380 -0.171 0.893
C 0.402 -1.266 -0.187
C 0.010 -0.708 -1.541
C -1.276 0.084 -1.128
C -2.056 1.335 -1.159
C -0.757 1.031 0.048
H 2.317 0.282 2.893
H 1.584 1.656 1.807
H 2.125 0.227 0.930
H 0.339 -1.019 2.499
H -1.276 -0.919 1.151
H 1.409 -1.523 0.053
H -0.339 -2.120 0.040
H 0.027 -1.622 -2.252
H 1.636 -0.245 -2.300
H -1.931 -0.713 -0.826
H -3.124 1.239 -0.980
H -1.579 2.130 -1.648
H 0.184 1.509 -0.255
N 0.280 -0.015 2.097
O 0.783 0.330 -2.025

=====

No. 6
8
Properties=species:S:1:pos:R:3 method="wB97M-V/def2-TZVPD" homo_energy_ha="-0.3699 / -0.3699" e_above_lowest_kj_mol=240.3 mol_weight_g_mol=213.856 e_tot_ev=-145272.306
C 0.156 -1.435 0.380
C 0.502 -0.248 -0.325
C -0.528 -0.152 0.743
O 0.227 -2.602 0.554
Br -0.394 -0.310 -2.671
Br -0.080 0.882 2.318
H 1.417 0.300 -0.435
H -1.584 -0.063 0.529